DFT (the ωB97M-V functional and the def2-TZVPD basis) results for the ion C15H24N3O2 with charge +1.

```
44
Properties=species:S:1:pos:R:3:forces:R:3:nbo_charge:R:1
O 0.341 -0.546 0.199 -0.006 -0.305 0.262 -0.658
C 1.326 0.154 0.419 0.396 0.299 -0.356 0.689
C 2.076 0.807 -0.745 -0.294 -0.153 -0.071 -0.511
C 1.834 0.028 -2.037 0.681 -0.005 0.311 -0.204
N 0.393 -0.038 -2.372 -0.287 -0.166 0.480 -0.438
C -0.136 1.247 -2.891 -0.470 0.735 -0.377 -0.252
C -1.411 1.002 -3.734 0.181 0.081 -0.006 -0.226
N -2.182 -0.118 -3.292 0.198 -0.015 0.143 -0.449
C -3.154 0.057 -2.241 0.008 -0.015 0.525 -0.229
C -2.675 -0.001 -0.781 -0.310 -0.196 -0.294 -0.095
O -1.779 1.067 -0.511 -0.134 0.301 -0.123 -0.754
C -1.448 -1.364 -3.348 -0.082 -0.057 -0.243 -0.229
C 0.074 -1.146 -3.293 -0.326 -0.554 -0.352 -0.235
N 1.819 0.438 1.628 0.311 0.200 0.177 -0.583
C 1.355 0.037 2.901 -0.229 -0.137 0.381 0.202
C 2.024 0.554 4.007 -0.051 -0.032 -0.120 -0.260
C 1.625 0.204 5.283 0.002 -0.007 -0.036 -0.182
C 0.558 -0.661 5.465 -0.048 -0.037 0.050 -0.206
C -0.104 -1.176 4.364 0.087 0.075 0.118 -0.182
C 0.287 -0.833 3.081 -0.075 -0.058 -0.223 -0.272
H 3.147 0.830 -0.545 -0.010 0.050 -0.047 0.249
H 1.731 1.840 -0.843 0.052 0.029 0.028 0.245
H 2.195 -0.994 -1.896 -0.129 0.074 -0.098 0.230
H 2.382 0.475 -2.870 -0.147 -0.080 0.038 0.230
H -0.058 -0.244 -1.434 0.197 0.128 -0.421 0.521
H -0.380 1.883 -2.042 0.161 -0.131 -0.065 0.252
H 0.626 1.727 -3.509 0.094 -0.103 0.059 0.212
H -1.133 0.825 -4.778 0.039 0.150 0.022 0.200
H -2.028 1.900 -3.705 0.077 0.026 -0.056 0.236
H -3.632 1.024 -2.405 -0.108 -0.034 0.021 0.216
H -3.915 -0.720 -2.361 -0.076 0.082 0.082 0.212
H -2.182 -0.958 -0.561 -0.074 0.007 -0.013 0.163
H -3.563 0.076 -0.145 0.045 -0.066 -0.022 0.192
H -1.690 1.150 0.443 0.065 -0.033 0.008 0.490
H -1.682 -1.888 -4.285 0.149 -0.114 0.140 0.215
H -1.761 -2.008 -2.524 0.060 -0.021 -0.021 0.212
H 0.559 -2.059 -2.944 0.072 0.135 0.012 0.235
H 0.472 -0.898 -4.280 0.062 0.037 0.111 0.219
H 2.633 1.038 1.671 -0.137 -0.119 -0.190 0.409
H 2.857 1.228 3.866 0.101 0.086 -0.004 0.211
H 2.149 0.608 6.135 0.053 0.042 0.073 0.228
H 0.248 -0.935 6.461 -0.028 -0.024 0.100 0.227
H -0.932 -1.853 4.500 -0.073 -0.064 0.007 0.224
H -0.229 -1.244 2.231 0.002 -0.012 -0.010 0.243
```
Forces are in eV/Å.

For the total energy, the calculation gives -24504.2275 eV. For the HOMO energy, the calculation gives -11.5 eV. Its net charge is +1. The calculation puts the HOMO-LUMO gap at 9.3 eV. As for the spin multiplicity: 1. Its structure (SMILES) is O=C(CC[NH+]1CCN(CCO)CC1)Nc1ccccc1. Its LUMO energy is -0.08199 Ha.

***

DFT (the ωB97M-V functional and the def2-TZVPD basis) results for a structure of composition C15H24N3O4OsPS6.

```
54
Properties=species:S:1:pos:R:3:forces:R:3:nbo_charge:R:1
Os -0.190 0.528 0.603 0.139 0.544 -0.384 0.646
S 2.011 3.606 -1.917 -0.050 -0.051 0.045 0.029
C 1.104 2.622 -1.015 0.068 0.097 -0.006 -0.544
S 0.663 0.952 -1.427 -0.019 -0.002 0.181 0.237
S 0.312 2.863 0.503 -0.028 -0.318 -0.110 0.026
C -6.406 -1.028 1.268 -0.012 -0.001 -0.006 -0.633
C -5.101 -1.144 2.027 -0.015 0.041 -0.003 0.121
C -5.016 -0.218 3.224 0.020 -0.024 0.007 -0.648
O -3.980 -0.969 1.109 0.100 0.067 -0.075 -0.836
P -3.276 0.368 0.651 -0.332 -0.187 0.057 1.759
S -2.042 -0.020 -0.857 0.049 -0.008 -0.139 -0.294
S -2.027 1.181 1.996 -0.015 0.003 0.170 -0.382
O -4.524 1.269 0.304 0.017 -0.017 0.091 -0.856
C -4.576 2.705 -0.001 0.007 0.030 -0.024 0.124
C -4.725 3.488 1.288 0.004 0.001 -0.039 -0.638
C -3.414 3.168 -0.854 0.020 -0.004 0.070 -0.658
H -7.228 -1.343 1.912 0.005 0.003 0.000 0.216
H -6.391 -1.670 0.388 -0.004 0.004 0.005 0.225
H -6.581 -0.001 0.951 -0.003 -0.014 0.002 0.222
H -4.965 -2.173 2.360 -0.009 -0.010 0.007 0.192
H -5.139 0.825 2.928 -0.011 0.006 -0.002 0.216
H -4.064 -0.326 3.742 -0.006 -0.002 -0.003 0.225
H -5.819 -0.470 3.918 0.003 0.019 0.000 0.226
H -5.502 2.776 -0.572 -0.004 -0.022 -0.026 0.193
H -3.797 3.482 1.859 0.015 -0.006 0.008 0.226
H -5.529 3.084 1.904 -0.013 -0.007 -0.021 0.213
H -4.972 4.522 1.043 0.016 0.003 0.023 0.224
H -2.473 3.131 -0.301 -0.017 0.010 -0.045 0.235
H -3.595 4.204 -1.146 0.002 0.005 0.007 0.226
H -3.312 2.566 -1.755 -0.022 0.011 -0.012 0.233
N -0.497 -3.736 1.311 0.016 -0.071 -0.050 -0.808
C 0.184 -2.614 0.951 -0.023 0.046 -0.190 0.672
O -0.480 -1.527 1.069 0.110 -0.120 0.321 -0.761
C 1.522 -2.726 0.531 -0.007 0.038 0.131 -0.557
C 2.346 -1.583 0.406 0.050 0.001 -0.321 0.301
N 3.019 -0.647 0.305 -0.083 -0.137 0.209 -0.374
C 2.102 -4.017 0.429 0.043 0.072 0.115 0.291
N 2.520 -5.092 0.401 -0.055 -0.011 -0.064 -0.365
H -0.104 -4.634 1.080 -0.003 0.000 0.017 0.412
H -1.500 -3.651 1.304 -0.003 0.013 -0.008 0.404
O 0.825 0.664 2.405 0.187 -0.178 0.162 -0.922
S 1.435 -0.582 3.123 -0.077 0.035 -0.134 1.249
C 0.109 -1.110 4.231 -0.102 0.125 -0.015 -0.596
C 0.182 -0.191 5.443 0.095 -0.069 0.038 -0.416
C 1.674 -0.092 5.765 -0.092 0.017 -0.034 -0.410
C 2.375 0.231 4.445 -0.131 0.093 0.004 -0.580
H 0.303 -2.153 4.487 0.062 -0.011 -0.019 0.240
H -0.802 -1.053 3.633 0.013 -0.009 0.066 0.275
H -0.389 -0.594 6.279 -0.020 0.008 -0.009 0.230
H -0.226 0.790 5.193 0.008 0.005 -0.014 0.224
H 2.025 -1.048 6.158 0.036 0.010 0.006 0.211
H 1.896 0.673 6.509 -0.004 0.006 0.000 0.236
H 3.417 -0.071 4.387 0.001 -0.035 -0.024 0.254
H 2.283 1.284 4.178 0.078 0.003 0.034 0.265
```
Forces are in eV/Å.

For the total energy, the calculation gives -105375.1128 eV. For the HOMO energy, the calculation gives -7.9 eV. The calculation puts the HOMO-LUMO gap at 6.4 eV. As for the spin multiplicity: 1. Its LUMO energy is -0.05350 Ha.

***

DFT (the ωB97M-V functional and the def2-TZVPD basis) results for a structure of composition C15H24N6O6Pm in a non-equilibrium geometry.

```
52
Properties=species:S:1:pos:R:3:forces:R:3:nbo_charge:R:1
O -0.147 -0.159 -2.881 3.119 -0.765 2.026 -1.131
H -1.617 -0.089 -3.448 -2.284 0.225 -0.774 0.272
Pm 1.182 0.142 -0.992 -2.381 2.335 -0.748 1.905
N 2.043 -2.104 -0.664 1.298 1.303 -2.185 -0.005
N -0.405 -1.999 -0.438 -3.815 0.367 -0.008 -0.004
N 0.887 2.779 -0.731 -0.255 1.256 0.404 -0.109
N -0.926 1.226 0.156 -0.651 1.725 1.201 -0.194
O 2.909 -1.500 -1.425 -1.025 -2.409 1.522 -0.339
O 1.718 3.528 -1.395 -0.378 -0.875 0.386 -0.504
O -1.862 0.401 0.707 0.270 -1.131 -0.853 -0.535
O -1.699 -1.864 -0.367 3.902 -1.081 -0.163 -0.286
C 0.040 -3.239 -0.815 0.701 -0.444 -0.467 0.208
C 1.420 -3.239 -1.127 -0.776 -0.044 0.649 0.223
C 0.002 3.379 0.085 1.124 -0.800 -0.869 0.117
C -1.000 2.490 0.616 0.591 -2.232 -0.608 0.258
C 2.112 -4.295 -1.896 0.488 -0.188 -0.192 -0.695
H 1.814 -4.255 -2.955 0.049 -0.001 0.247 0.275
H 1.866 -5.293 -1.513 0.023 0.262 -0.069 0.265
H 3.195 -4.146 -1.835 -0.226 -0.050 -0.086 0.266
C -0.874 -4.390 -1.021 -0.048 -0.180 -0.247 -0.695
H -1.795 -4.081 -1.534 0.242 -0.033 0.167 0.279
H -1.160 -4.813 -0.047 -0.003 0.149 -0.139 0.273
H -0.381 -5.187 -1.592 -0.182 0.284 0.171 0.249
C 0.040 4.822 0.442 -0.036 0.285 -0.202 -0.682
C -1.961 2.962 1.658 -0.437 -0.208 -0.016 -0.695
H 0.792 5.345 -0.157 -0.194 -0.163 0.130 0.269
H 0.284 4.952 1.508 -0.099 -0.026 -0.249 0.234
H -0.944 5.278 0.264 0.295 -0.001 0.075 0.240
H -2.738 2.209 1.818 0.140 0.230 -0.001 0.264
H -2.431 3.911 1.363 0.189 -0.313 0.049 0.253
H -1.449 3.139 2.618 -0.020 -0.066 -0.350 0.244
H 2.228 2.362 -2.260 0.251 0.073 0.044 0.520
H -1.787 -0.514 0.187 -0.486 1.796 0.939 0.487
C -2.699 -0.006 -3.806 0.560 -0.009 0.193 -0.913
H -2.763 -0.095 -4.895 -0.018 -0.026 0.132 0.206
H -3.084 0.981 -3.521 -0.037 -0.243 -0.024 0.205
H -3.312 -0.793 -3.346 0.022 0.207 -0.097 0.192
O 2.423 1.376 -2.519 -0.054 0.206 -0.458 -0.995
H 0.111 -0.916 -3.435 -0.240 0.370 -0.020 0.466
H 2.099 1.237 -3.428 0.160 0.138 0.378 0.523
N -0.444 0.081 6.834 0.892 -0.039 -2.637 -0.208
C -0.070 0.068 5.724 -0.869 0.097 2.436 0.234
C 0.383 0.052 4.356 0.176 -0.027 -0.305 -0.093
C 0.239 -1.099 3.579 0.048 -0.150 -0.404 -0.185
C 0.689 -1.071 2.261 0.025 0.379 0.281 0.060
N 1.258 0.012 1.709 0.113 -0.019 -0.003 -0.512
C 1.429 1.110 2.465 -0.250 -0.260 0.271 0.055
C 0.992 1.177 3.787 0.077 0.034 -0.207 -0.191
H -0.231 -2.003 3.960 0.128 0.283 0.062 0.251
H 0.583 -1.935 1.600 0.073 0.292 0.511 0.203
H 1.920 1.966 1.994 -0.207 -0.265 0.154 0.223
H 1.118 2.097 4.352 0.017 -0.250 -0.045 0.253
```
Forces are in eV/Å.

For the total energy, the calculation gives -53710.5109 eV. For the HOMO energy (alpha / beta), the calculation gives -10.6 / -10.6 eV. Its net charge is +1. The calculation puts the HOMO-LUMO gap (alpha / beta) at 3.0 / 3.0 eV. As for the spin multiplicity: 5. Its LUMO energy (alpha / beta) is -0.28047 / -0.27964 Ha. Its expectation value of S² is 6.113.

***

DFT (the ωB97M-V functional and the def2-TZVPD basis) results for the molecule C15H24O2 in a non-equilibrium geometry.

```
41
Properties=species:S:1:pos:R:3:forces:R:3:nbo_charge:R:1
C 2.742 -1.182 1.333 0.997 0.474 2.005 -0.669
C 1.551 -1.483 0.587 -2.090 -1.024 -3.676 0.052
C 1.575 -1.608 -0.782 -0.685 0.424 1.650 -0.203
C 2.663 -1.070 -1.706 -2.177 0.009 1.068 -0.447
C 2.720 0.475 -1.486 1.397 -0.995 -1.959 -0.375
C 1.397 1.344 -1.660 1.620 -0.287 2.037 -0.336
C 1.887 2.769 -1.614 -0.288 1.276 1.390 -0.606
C 0.467 1.259 -0.373 -0.285 -3.913 -0.260 0.669
O 0.829 1.422 0.773 0.482 1.134 -1.071 -0.578
C -0.927 0.583 -0.582 1.898 -0.210 0.987 -0.509
C -1.559 -0.043 0.666 -1.218 0.755 1.357 -0.323
C -3.080 -0.058 0.471 -0.888 -2.030 1.343 -0.204
C -3.713 -0.855 1.716 0.674 -2.478 -2.307 -0.628
C -3.825 1.249 0.571 0.389 -0.238 -1.305 -0.605
C -1.038 -1.527 0.815 1.579 2.504 -2.110 0.635
O -1.355 -2.352 0.004 -1.296 -0.927 -0.087 -0.543
C 0.268 -1.649 1.481 2.012 -1.968 0.861 -0.543
H 2.604 -0.211 1.835 0.164 -0.277 0.246 0.233
H 3.682 -1.125 0.811 0.117 -0.049 -0.675 0.220
H 2.886 -1.983 2.081 -0.045 0.471 0.126 0.220
H 0.696 -1.903 -1.339 -0.426 -0.114 0.411 0.205
H 3.536 -1.690 -1.535 0.786 0.699 -0.154 0.225
H 2.316 -1.225 -2.732 0.213 -0.228 0.068 0.202
H 3.419 0.706 -2.346 -0.729 0.762 0.837 0.207
H 3.301 0.665 -0.593 -0.374 0.471 0.403 0.215
H 0.973 1.028 -2.608 -0.705 0.140 0.144 0.221
H 1.082 3.526 -1.811 0.587 -0.624 0.551 0.210
H 2.659 2.994 -2.302 0.827 -0.021 -0.950 0.212
H 2.367 2.886 -0.579 -0.959 0.273 -1.367 0.227
H -1.447 1.433 -0.895 -1.712 1.193 -0.693 0.226
H -0.944 -0.173 -1.361 0.289 0.190 -0.388 0.236
H -1.413 0.601 1.592 0.473 -0.932 -1.036 0.229
H -3.210 -0.611 -0.495 -0.558 0.432 0.820 0.213
H -3.250 -0.581 2.657 0.518 -0.275 0.076 0.204
H -3.744 -1.994 1.475 0.711 1.771 0.882 0.222
H -4.747 -0.674 1.861 -1.159 0.681 -0.165 0.207
H -3.792 1.562 1.585 0.406 0.841 0.880 0.204
H -3.454 1.978 -0.138 -0.049 0.549 0.083 0.198
H -4.877 1.075 0.396 -0.289 -0.029 -0.408 0.214
H 0.368 -2.650 1.995 -0.210 0.835 -0.474 0.238
H 0.386 -0.907 2.231 0.003 0.738 0.859 0.225
```
Forces are in eV/Å.

For the total energy, the calculation gives -20037.0079 eV. For the HOMO energy, the calculation gives -8.6 eV. The calculation puts the HOMO-LUMO gap at 9.5 eV. As for the energy relative to the best compared isomer or geometry (same formula, charge and spin): 64.8 kcal per mole. As for the spin multiplicity: 1. Its structure (SMILES) is C/C1=C\CC[C@H](C)C(=O)C[C@@H](C(C)C)C(=O)C1. Its LUMO energy is 0.03112 Ha.

***

DFT (the ωB97M-V functional and the def2-TZVPD basis) results for a cluster of 2 separate species, C15H24O7 in total in a non-equilibrium geometry.

```
46
Properties=species:S:1:pos:R:3:forces:R:3:nbo_charge:R:1
C -1.198 -2.057 1.110 -0.153 -0.297 -1.489 -0.735
C 0.136 -1.377 0.433 3.315 2.239 3.974 0.787
O 1.009 -0.789 1.280 -5.154 -3.284 -5.969 -0.595
O 0.307 -1.474 -1.025 -0.248 1.705 3.447 -0.544
C 0.858 -0.233 -1.604 1.138 1.305 -1.244 -0.088
C -0.234 1.027 -1.613 0.643 -0.399 -0.431 -0.441
C 0.389 2.420 -0.969 -0.639 0.946 -0.849 -0.425
C -0.669 3.194 0.053 -0.450 -1.511 0.044 -0.415
C -0.277 3.025 1.648 -1.228 0.356 0.170 -0.438
C 0.344 4.394 2.332 -0.082 -1.045 0.705 -0.432
C 1.980 4.418 2.440 -0.468 2.793 2.115 0.064
C 2.879 5.124 1.266 0.021 -0.694 0.418 -0.096
O 4.066 4.216 1.363 -0.531 -2.451 0.350 -0.538
C 3.817 2.919 2.045 0.678 -2.926 0.185 0.982
O 4.495 1.766 1.984 -4.496 8.563 0.326 -0.554
O 2.612 3.135 2.880 2.095 0.676 -3.702 -0.510
H -0.913 -3.107 1.552 -0.439 2.168 -0.767 0.247
H -1.682 -1.371 1.936 1.457 -1.311 -1.724 0.255
H -1.991 -2.238 0.258 1.576 0.319 1.713 0.253
H 1.138 -0.475 -2.739 -0.794 0.164 2.625 0.201
H 1.888 0.102 -1.103 -2.441 -0.904 -0.718 0.212
H -0.481 1.222 -2.760 0.339 -0.373 2.560 0.218
H -1.219 0.675 -1.087 1.899 0.725 -0.882 0.221
H 0.521 3.160 -1.895 0.062 -1.620 2.025 0.207
H 1.436 2.246 -0.464 -2.109 0.262 -0.942 0.219
H -1.704 2.615 -0.083 2.147 1.389 0.225 0.208
H -0.876 4.308 -0.261 0.655 -2.153 0.753 0.209
H 0.371 2.054 1.869 -1.144 2.247 -0.636 0.257
H -1.312 2.831 2.210 2.258 0.466 -1.138 0.212
H -0.073 4.408 3.450 1.099 0.019 -2.408 0.226
H -0.061 5.394 1.835 1.053 -2.204 0.819 0.225
H 2.165 5.128 3.379 -0.319 -1.463 -1.927 0.190
H 2.441 5.224 0.173 0.789 -1.083 2.131 0.202
H 3.218 6.246 1.473 -0.559 -2.674 0.198 0.213
O -2.889 -3.256 -2.178 0.399 -1.769 1.021 -0.566
C -2.477 -4.362 -1.870 -0.501 2.140 -0.543 0.789
C -1.704 -5.282 -2.767 -0.068 -0.438 -0.304 -0.531
C -1.808 -6.597 -2.036 0.159 -0.836 -0.402 -0.429
C -1.927 -6.167 -0.598 0.177 -0.548 0.522 -0.072
O -2.621 -4.920 -0.633 -0.231 0.609 -0.487 -0.489
H -0.670 -4.933 -2.831 -0.125 0.113 -0.086 0.243
H -2.157 -5.337 -3.759 0.227 0.352 0.118 0.246
H -0.963 -7.266 -2.218 -0.133 0.059 0.108 0.224
H -2.724 -7.116 -2.345 0.159 0.044 0.081 0.210
H -0.949 -6.009 -0.129 -0.067 0.006 -0.025 0.179
H -2.493 -6.888 -0.002 0.029 0.320 0.039 0.199
```
Forces are in eV/Å.

For the total energy, the calculation gives -30269.5854 eV. For the HOMO energy, the calculation gives -10.0 eV. The calculation puts the HOMO-LUMO gap at 10.7 eV. As for the energy relative to the best compared isomer or geometry (same formula, charge and spin): 124.7 kcal per mole. As for the spin multiplicity: 1. Its structure (SMILES) is CC(=O)OCCCCCC[C@@H]1COC(=O)O1.O=C1CCCO1. Its LUMO energy is 0.02581 Ha.

***

Q: The highest spin multiplicity belongs to which entry?
A: C15H24N6O6Pm

***

Q: The highest spin multiplicity belongs to which entry?
A: C15H24N6O6Pm